No. 1
C14H16N2OS | ωB97M-V/def2-TZVPD

Cartesian coordinates (Å):
C1 -6.99188 -0.40697 -0.02690
C2 -5.64712 0.26022 0.20327
O1 -5.53599 1.40404 0.58416
N1 -4.60795 -0.57548 -0.06922
C3 -3.22806 -0.33152 0.00582
C4 -2.36109 -1.36528 -0.33222
C5 -0.99188 -1.19337 -0.28517
C6 -0.44525 0.03185 0.09962
C7 -1.32572 1.06132 0.44827
C8 -2.69171 0.89037 0.40280
H1 -3.35068 1.69741 0.67403
H2 -0.92083 2.01456 0.75712
N2 0.90921 0.28340 0.09289
H3 1.19249 1.09019 0.62927
C9 1.90589 -0.75764 0.00830
C10 3.26699 -0.15339 -0.09937
C11 3.64350 0.95938 -0.78117
C12 5.02703 1.23439 -0.67305
C13 5.70049 0.33253 0.08601
S1 4.62258 -0.88635 0.69747
C14 7.15016 0.28882 0.41257
H4 7.66069 1.12549 -0.05836
H5 7.30552 0.34298 1.48980
H6 7.59685 -0.63987 0.05828
H7 5.50177 2.07453 -1.14832
H8 2.95633 1.56242 -1.34692
H9 1.70483 -1.35372 -0.89152
H10 1.87530 -1.43919 0.87483
H11 -0.35336 -2.02115 -0.54952
H12 -2.76232 -2.32349 -0.63483
H13 -4.84418 -1.50801 -0.37930
H14 -7.78286 0.29490 0.21965
H15 -7.08863 -1.29026 0.60122
H16 -7.09013 -0.70310 -1.06950

## Properties
ΔE to the lowest compared entry with this formula, charge and spin = 0.544 eV
SMILES = CC(=O)Nc1ccc(NCc2ccc(C)s2)cc1
multiplicity = 1

No. 2
C13H24F6ILuO3P2 | ωB97M-V/def2-TZVPD

Cartesian coordinates (Å):
C1 -1.73962 -7.23984 -2.53363
C2 -1.73258 -6.16888 -1.49007
H1 -2.22496 -8.15409 -2.13401
H2 -0.71037 -7.45900 -2.82608
H3 -2.28347 -6.87939 -3.40964
O1 -2.18620 -6.23165 -0.34212
I1 -0.77781 -4.30849 -2.19433
Lu1 0.10447 0.01580 -0.27760
P1 -2.18004 0.76240 -0.96366
C3 -3.20676 1.53927 0.21267
C4 -1.82549 1.90629 -2.26824
H4 -2.79239 2.14926 -2.72380
H5 -3.90062 -0.23570 -2.14325
H6 -1.15985 1.46142 -3.02940
H7 -2.37062 -1.15480 -2.39053
H8 -2.73444 2.43231 0.65493
H9 -1.35081 2.82378 -1.89702
C5 -3.00379 -0.62795 -1.65546
H10 -4.11455 1.82939 -0.32364
H11 -3.29010 -1.35274 -0.87495
H12 -3.46760 0.85619 1.03824
P2 2.23413 -0.87561 0.69089
C6 2.58020 -0.60915 2.38402
C7 2.30518 -2.59547 0.33068
H13 3.28186 -0.18174 -1.36585
H14 4.42493 -0.52239 -0.01803
H15 3.51365 1.02526 -0.07397
C8 3.47122 -0.05296 -0.28313
H16 2.07128 -2.79937 -0.72913
H17 3.32695 -2.91283 0.55864
H18 3.57585 -1.02640 2.55978
H19 1.84512 -1.11615 3.02988
H20 1.59074 -3.16165 0.95024
H21 2.57336 0.46100 2.64674
C9 -0.43887 0.62523 1.78654
O2 -0.71595 1.00863 2.90177
C10 2.73613 3.51703 0.10368
C11 1.24220 3.23816 0.06909
O3 0.87486 2.03302 -0.47974
C12 0.70687 3.45410 1.57002
F1 1.03801 4.65579 2.07674
F2 -0.61759 3.31765 1.69549
F3 1.33620 2.54060 2.38964
C13 0.55881 4.45528 -0.72485
F4 1.02114 5.66120 -0.33211
F5 0.85651 4.30990 -2.02151
F6 -0.78238 4.48787 -0.60224
H22 3.21660 2.82922 0.80230
H23 2.97264 4.51606 0.44500
H24 3.11970 3.37152 -0.90126

## Properties
ΔE to the lowest compared entry with this formula, charge and spin = 0.000 eV
multiplicity = 1
total charge = +2

HOMO energy (eV)
-7.395 -15.049
LUMO level (eV)
0.75 -8.26
Calculated total energy (a.u.)
-1126.0422 -3550.0329